No. 1
{
  "formula": "C65H70BFIN6O32",
  "method": "ωB97M-V/def2-TZVPD",
  "symbols": ["C", "N", "C", "N", "C", "C", "C", "N", "C", "N", "C", "C", "F", "C", "B", "O", "O", "C", "N", "C", "C", "C", "C", "I", "C", "O", "O", "N", "C", "C", "C", "C", "C", "C", "C", "C", "H", "H", "H", "H", "H", "H", "H", "H", "H", "H", "H", "H", "H", "H", "H", "H", "H", "H", "H", "H", "H", "H", "H", "H", "H", "H", "H", "H", "H", "H", "H", "H", "H", "H", "H", "H", "H", "H", "H", "H", "H", "H", "C", "C", "C", "O", "C", "C", "C", "O", "O", "O", "H", "H", "H", "H", "C", "C", "C", "O", "C", "C", "C", "O", "O", "O", "H", "H", "H", "H", "C", "C", "C", "O", "C", "C", "C", "O", "O", "O", "H", "H", "H", "H", "C", "C", "C", "O", "C", "C", "C", "O", "O", "O", "H", "H", "H", "H", "C", "C", "C", "O", "C", "C", "C", "O", "O", "O", "H", "H", "H", "H", "C", "C", "C", "O", "C", "C", "C", "O", "O", "O", "H", "H", "H", "H", "C", "C", "C", "O", "C", "C", "C", "O", "O", "O", "H", "H", "H", "H"],
  "xyz": [[-5.6859, -3.9387, -1.9881], [-4.4605, -3.1117, -2.0813], [-3.3670, -3.8969, -2.6231], [-2.4248, -3.0907, -3.4186], [-2.4411, -3.4009, -4.8550], [-3.8180, -3.2831, -5.5241], [-4.1789, -1.9111, -6.0847], [-4.7686, -1.0354, -5.0664], [-1.6557, -2.1916, -2.8563], [-1.7735, -2.0709, -1.4735], [-1.0280, -3.1224, -0.7106], [-1.8699, -3.7554, 0.4066], [-1.9767, -5.1173, 0.2078], [-1.3332, -0.7305, -0.9709], [-2.5264, 0.3241, -1.0688], [-3.5385, 0.2132, -1.9901], [-2.5471, 1.4045, -0.1887], [0.0323, -0.2534, -1.5365], [0.2511, 1.1839, -1.4371], [0.3437, -0.8676, -2.9254], [1.3299, -2.0566, -2.8175], [2.7209, -1.7083, -2.2465], [3.8447, -1.7249, -3.2932], [5.6642, -2.5205, -2.5328], [1.0815, 0.1758, -3.7618], [1.5694, -0.4263, -4.9500], [1.9536, 0.6312, -5.8102], [-0.8436, -1.4004, -3.6487], [-1.7060, -0.3433, -4.2807], [-1.4070, -0.0437, -5.7255], [-0.6882, -0.8705, -6.5821], [-0.4400, -0.5529, -7.9139], [-0.9665, 0.6301, -8.4227], [-1.6962, 1.4669, -7.5846], [-1.9315, 1.1514, -6.2471], [-2.7712, 2.1054, -5.4175], [-6.0974, -4.0306, -2.9928], [-6.4298, -3.4436, -1.3732], [-5.4445, -4.9265, -1.5880], [-4.2248, -2.8294, -1.1395], [-3.8174, -4.6478, -3.2639], [-2.8307, -4.4672, -1.8645], [-2.1331, -4.4471, -4.9316], [-1.7227, -2.8360, -5.4306], [-3.8001, -3.9638, -6.3756], [-4.6445, -3.6177, -4.8967], [-4.9535, -2.0976, -6.8413], [-3.3643, -1.4206, -6.6130], [-5.1576, -0.2028, -5.4868], [-5.4642, -1.5294, -4.5264], [-0.0625, -2.7916, -0.3381], [-0.8205, -3.9434, -1.3999], [-1.3423, -3.6223, 1.3516], [-2.8479, -3.2816, 0.4797], [-1.1692, -0.8744, 0.0998], [-4.3709, -0.0115, -1.5589], [-2.7225, 1.0087, 0.6794], [0.7908, -0.6803, -0.8777], [-0.3055, 1.7190, -2.0903], [0.0707, 1.4757, -0.4866], [0.9231, -2.8787, -2.2303], [1.4766, -2.4555, -3.8198], [2.9796, -2.4168, -1.4603], [2.7285, -0.7287, -1.7680], [3.5674, -2.2635, -4.1944], [4.0706, -0.7119, -3.6129], [1.9200, 0.5948, -3.2100], [0.4607, 1.0388, -4.0080], [1.2336, 0.6642, -6.4638], [-2.7513, -0.6248, -4.1369], [-1.5878, 0.5899, -3.7295], [-0.2743, -1.7902, -6.1886], [0.1544, -1.2396, -8.4979], [-0.8014, 0.8682, -9.4643], [-2.1035, 2.3659, -8.0302], [-3.5355, 2.4957, -6.0856], [-3.3185, 1.5086, -4.6877], [-2.1970, 2.8940, -4.9367], [-0.5417, 2.1323, 5.5345], [-0.9202, 1.0506, 4.8449], [-2.1355, 1.0551, 3.9618], [-2.4249, 0.0461, 3.3342], [-2.9233, 2.2647, 3.8905], [-2.5566, 3.3549, 4.5821], [-1.3202, 3.3538, 5.4414], [-1.0429, 4.3868, 6.0174], [-3.2403, 4.4863, 4.5593], [-0.2534, -0.1036, 4.8859], [0.3311, 2.1437, 6.1691], [-3.8063, 2.2484, 3.2668], [-2.7751, 5.1191, 5.1479], [-0.7369, -0.7169, 4.3030], [1.0731, -0.7089, 10.9875], [1.7246, -1.6117, 10.2467], [1.6209, -1.6292, 8.7492], [2.2555, -2.4673, 8.1362], [0.7626, -0.6461, 8.1034], [0.1091, 0.2526, 8.8473], [0.2338, 0.2864, 10.3451], [-0.3830, 1.1488, 10.9423], [-0.6966, 1.1832, 8.3317], [2.5080, -2.5494, 10.7770], [1.1429, -0.6854, 12.0640], [0.6824, -0.6794, 7.0267], [-1.0267, 1.6889, 9.1018], [2.8581, -3.0656, 10.0270], [-6.7083, 3.7266, -7.3822], [-6.0495, 2.8544, -8.1509], [-6.1454, 2.8793, -9.6503], [-5.4938, 2.0574, -10.2697], [-7.0036, 3.8699, -10.2694], [-7.6708, 4.7466, -9.5038], [-7.5539, 4.7380, -8.0028], [-8.1723, 5.5722, -7.3738], [-8.4714, 5.6744, -10.0065], [-5.2581, 1.9000, -7.6566], [-6.6439, 3.7180, -6.3030], [-7.0778, 3.8680, -11.3476], [-8.8250, 6.1738, -9.2455], [-4.9112, 1.4187, -8.4350], [4.6546, -5.4593, -6.3808], [5.7365, -4.8462, -5.8856], [7.1059, -5.0510, -6.4741], [8.0340, -4.4431, -5.9780], [7.2420, -5.9639, -7.5963], [6.1596, -6.5805, -8.0907], [4.7872, -6.3548, -7.5176], [3.8479, -6.9347, -8.0297], [6.2169, -7.4262, -9.1121], [5.6827, -4.0151, -4.8438], [3.6663, -5.3176, -5.9664], [8.2319, -6.1172, -8.0018], [5.3015, -7.7261, -9.2689], [6.5956, -3.7036, -4.6856], [5.5525, -4.2913, 2.9904], [5.7599, -4.0015, 1.6991], [6.8406, -4.6813, 0.8982], [6.9539, -4.3788, -0.2757], [7.6856, -5.6536, 1.5652], [7.4800, -5.9405, 2.8584], [6.3847, -5.2818, 3.6528], [6.2485, -5.6079, 4.8161], [8.2168, -6.8167, 3.5266], [5.0326, -3.1042, 1.0388], [4.7800, -3.8128, 3.5757], [8.4675, -6.1223, 0.9847], [7.8584, -6.8358, 4.4350], [5.3806, -3.0777, 0.1220], [4.4141, 3.5912, 13.8500], [4.0311, 2.4899, 13.1911], [2.8415, 2.4907, 12.2706], [2.5656, 1.4534, 11.6912], [2.0821, 3.7157, 12.1217], [2.4620, 4.8181, 12.7830], [3.6680, 4.8271, 13.6845], [3.9583, 5.8714, 14.2349], [1.8128, 5.9704, 12.6941], [4.6669, 1.3285, 13.2984], [5.2682, 3.6038, 14.5120], [1.2187, 3.6964, 11.4714], [2.2961, 6.5970, 13.2674], [4.1895, 0.7037, 12.7202], [1.0807, 8.6767, 5.1267], [0.1156, 7.7561, 5.2503], [-1.1121, 8.0011, 6.0905], [-1.9662, 7.1322, 6.1292], [-1.2179, 9.2592, 6.8037], [-0.2478, 10.1772, 6.6864], [0.9632, 9.9463, 5.8231], [1.7900, 10.8347, 5.7518], [-0.2840, 11.3451, 7.3115], [0.1677, 6.5761, 4.6418], [1.9626, 8.5145, 4.5235], [-2.0945, 9.4178, 7.4156], [0.5318, 11.8162, 7.0528], [-0.6295, 6.0887, 4.9293]],
  "orbital_gap_ev": 7.21,
  "de_lowest_kcal_mol": 0.0,
  "charge": 1,
  "total_energy_ev": -154484.9998,
  "e_lumo_ev": -3.5013,
  "e_homo_ev": -10.71
}


No. 2
{
  "formula": "C65H79N2O3SSb3Si3Ti",
  "method": "ωB97M-V/def2-TZVPD",
  "symbols": ["Ti", "C", "C", "C", "Sb", "C", "C", "C", "C", "C", "C", "C", "C", "C", "C", "C", "C", "Sb", "C", "C", "C", "C", "C", "C", "C", "C", "C", "C", "C", "C", "H", "H", "H", "H", "H", "H", "H", "H", "H", "H", "H", "H", "H", "H", "H", "H", "H", "H", "H", "H", "H", "H", "H", "H", "H", "H", "C", "C", "O", "C", "C", "C", "C", "C", "C", "O", "H", "H", "H", "H", "H", "H", "H", "C", "Sb", "C", "C", "C", "C", "C", "C", "N", "Si", "C", "C", "C", "C", "C", "C", "C", "C", "C", "N", "Si", "C", "C", "C", "Si", "C", "C", "C", "H", "H", "H", "H", "H", "H", "H", "H", "H", "H", "H", "H", "H", "H", "H", "H", "H", "H", "H", "H", "H", "H", "H", "H", "H", "H", "H", "H", "H", "H", "H", "H", "H", "H", "H", "H", "H", "H", "S", "C", "C", "O", "C", "C", "C", "C", "C", "C", "H", "H", "H", "H", "H", "H", "H", "H"],
  "xyz": [[-0.0506, -0.7364, 0.1037], [-3.1914, 0.3106, -4.4470], [-4.2851, 1.0708, -3.6875], [-4.2869, 0.9983, -2.1629], [-2.6762, 2.0997, -1.2071], [-3.6199, 2.7972, 0.5920], [-3.2416, 4.0312, 1.1130], [-3.7691, 4.4974, 2.3113], [-4.6993, 3.7344, 3.0052], [-5.0876, 2.5017, 2.4942], [-4.5426, 2.0343, 1.3036], [-3.5932, 3.9227, -2.2588], [-3.1231, 4.3151, -3.5167], [-3.6890, 5.3620, -4.2390], [-4.7692, 6.0623, -3.7195], [-5.2681, 5.6927, -2.4767], [-4.6858, 4.6458, -1.7683], [-1.1927, -0.0919, -3.6575], [-0.8613, -1.3435, -5.3935], [-0.9779, -0.9123, -6.7162], [-0.8486, -1.7999, -7.7760], [-0.6077, -3.1474, -7.5309], [-0.4968, -3.5955, -6.2231], [-0.6221, -2.6985, -5.1660], [0.0931, 1.5034, -4.3995], [1.0995, 1.2201, -5.3269], [2.0111, 2.1893, -5.7322], [1.9364, 3.4772, -5.2214], [0.9679, 3.7700, -4.2714], [0.0785, 2.7883, -3.8524], [-3.0904, 0.6994, -5.4638], [-3.4826, -0.7403, -4.5509], [-5.2437, 0.6684, -4.0439], [-4.2819, 2.1143, -3.9966], [-4.2177, -0.0274, -1.7970], [-5.2079, 1.4391, -1.7696], [-2.5129, 4.6393, 0.5856], [-3.4440, 5.4548, 2.7054], [-5.1131, 4.0930, 3.9420], [-5.8055, 1.8917, 3.0320], [-4.8112, 1.0477, 0.9443], [-2.2940, 3.7871, -3.9774], [-3.2831, 5.6241, -5.2107], [-5.2173, 6.8797, -4.2738], [-6.1173, 6.2195, -2.0523], [-5.1119, 4.3942, -0.8007], [-1.1640, 0.1379, -6.9254], [-0.9393, -1.4400, -8.7956], [-0.5121, -3.8428, -8.3576], [-0.3190, -4.6452, -6.0170], [-0.5411, -3.0679, -4.1486], [1.1855, 0.2266, -5.7503], [2.7796, 1.9302, -6.4536], [2.6411, 4.2376, -5.5403], [0.9103, 4.7590, -3.8284], [-0.6198, 3.0318, -3.0648], [2.7299, 1.8386, -1.7805], [1.5875, 1.5350, -0.8697], [0.8901, 0.4284, -1.0773], [1.1960, 2.4139, 0.1761], [1.4989, 3.7904, 0.1713], [0.9459, 4.6470, 1.1106], [0.0734, 4.1503, 2.0743], [-0.1824, 2.7826, 2.1492], [0.4252, 1.9044, 1.2616], [0.3425, 0.5850, 1.4442], [2.8827, 1.0157, -2.4792], [3.6551, 2.0017, -1.2174], [2.5549, 2.7380, -2.3770], [2.1299, 4.1912, -0.6152], [1.1675, 5.7078, 1.0669], [-0.4073, 4.8237, 2.7761], [-0.8421, 2.3728, 2.8995], [4.4306, -1.9541, 2.6361], [2.9167, -0.4627, 2.0962], [1.9626, -1.8283, 0.6911], [1.1208, -2.8534, 1.3078], [1.4080, -4.2016, 1.5802], [0.4126, -5.0170, 2.0771], [-0.8702, -4.5134, 2.2846], [-1.0979, -3.1826, 1.9841], [-0.1248, -2.3922, 1.5448], [3.1686, -2.1618, -0.6944], [4.0044, -3.8711, -0.6344], [2.4827, -1.9852, -2.4414], [4.6398, -0.9602, -0.7003], [2.2523, -0.2159, 4.2600], [0.7878, 0.1536, 4.3972], [0.3206, 1.3006, 5.0550], [-1.0397, 1.5128, 5.1923], [-1.9276, 0.5996, 4.6451], [-1.3879, -0.5108, 4.0154], [-0.0842, -0.7456, 3.9230], [3.4321, 1.2225, 4.7156], [3.0287, 2.7990, 3.7827], [5.2499, 0.8782, 4.3489], [3.4836, 1.6234, 6.5739], [2.4106, -1.6954, 5.4410], [4.1642, -2.0508, 6.0556], [1.7398, -3.3089, 4.7818], [1.4226, -1.3375, 7.0128], [5.0005, -2.1808, 1.7325], [3.9362, -2.8740, 2.9596], [5.1245, -1.6222, 3.4084], [2.4041, -4.5821, 1.3999], [0.6298, -6.0570, 2.2948], [-1.6792, -5.1375, 2.6412], [-2.0788, -2.7230, 2.0384], [3.3134, -4.7129, -0.7267], [4.5769, -3.9962, 0.2907], [4.7069, -3.9300, -1.4755], [1.6836, -2.6773, -2.6982], [3.3152, -2.1428, -3.1393], [2.0871, -0.9771, -2.5894], [5.5048, -1.3644, -0.1654], [4.4292, 0.0309, -0.2952], [4.9363, -0.8162, -1.7452], [1.0037, 2.0365, 5.4520], [-1.3986, 2.4061, 5.6913], [-2.9995, 0.7478, 4.6712], [-2.0421, -1.2454, 3.5560], [3.3682, 2.7323, 2.7452], [3.5507, 3.6402, 4.2548], [1.9636, 3.0396, 3.7359], [5.4669, 0.7167, 3.2904], [5.6528, 0.0377, 4.9196], [5.7899, 1.7811, 4.6594], [2.5501, 2.0037, 6.9950], [4.2475, 2.3980, 6.7121], [3.7850, 0.7592, 7.1717], [4.8375, -2.4172, 5.2798], [4.0702, -2.8364, 6.8161], [4.6299, -1.1872, 6.5372], [2.4010, -3.7841, 4.0539], [0.7725, -3.1505, 4.3023], [1.6059, -4.0033, 5.6203], [1.7431, -0.4201, 7.5156], [1.5647, -2.1738, 7.7079], [0.3527, -1.2487, 6.8045], [-2.3125, -0.2782, 0.3348], [0.3160, -4.5742, -1.5287], [-0.7076, -3.4716, -1.5321], [-0.3556, -2.2752, -1.1436], [-2.0141, -3.7563, -2.0287], [-3.0498, -2.7889, -1.9924], [-4.2871, -3.0546, -2.5408], [-4.5666, -4.2870, -3.1391], [-3.5761, -5.2657, -3.1467], [-2.3297, -5.0198, -2.5991], [1.2698, -4.1985, -1.1740], [0.4625, -5.0002, -2.5305], [0.0249, -5.4017, -0.8710], [-2.8627, -1.8625, -1.4625], [-5.0564, -2.2897, -2.4929], [-5.5399, -4.4834, -3.5743], [-3.7799, -6.2366, -3.5865], [-1.5832, -5.8042, -2.6230]],
  "orbital_gap_ev": [4.71, 5.91],
  "spin_multiplicity": 3,
  "de_lowest_kcal_mol": 6.5,
  "charge": -2,
  "total_energy_ev": -155011.1651,
  "s2": 2.051,
  "e_lumo_ev": [3.9560, 3.9471],
  "e_homo_ev": [-0.76, -1.96]
}